Below is an isolated ion of composition C3H8N2O2P and charge -1 at a distorted geometry, with properties calculated with ωB97M-V with the def2-TZVPD basis set.

Structure (XYZ):
```
16
Properties=species:S:1:pos:R:3
C 1.26 0.63 0.06
C -0.10 1.02 0.63
C -1.77 0.27 -0.82
N 1.64 -0.61 0.63
N -1.10 0.04 0.41
O 0.79 -2.35 -1.16
O 0.24 -2.84 1.30
P 0.51 -1.85 0.21
H 0.96 0.54 -1.09
H 1.97 1.37 0.30
H -0.01 1.46 1.67
H -0.37 1.86 -0.07
H -2.29 -0.60 -1.19
H -2.40 1.08 -0.66
H -1.12 0.50 -1.81
H 1.80 -0.53 1.58
```

## Properties
Total charge: -1
Gap between HOMO and LUMO: 7.9 eV
Relative energy (zero: lowest compared OMol25 entry of this formula, charge and spin): 243.21 kJ/mol
2S+1: 1

Atomic partial charges in e from the Löwdin method, atoms 1 to 2: atom 1 (C): -0.329, atom 2 (C): -0.389